Record 1
Below is 8 unconnected molecules or ions with the total composition C33H63Br2F3N3O9P, with properties calculated with ωB97M-V/def2-TZVPD.

multiplicity: 1
net charge: 0

Geometry (Å):
C 1.220 0.514 -0.949
C 2.575 -0.247 -1.471
C 3.953 0.679 -1.318
C 4.219 1.112 0.251
N 4.530 -0.097 1.151
C 4.136 0.331 2.546
N 4.978 -0.065 3.739
C 4.219 0.550 4.934
O 4.847 0.636 6.111
C 2.725 1.047 4.459
P 1.275 1.056 5.699
N 1.460 -0.182 6.984
O 1.375 2.655 6.466
C 2.614 0.080 3.098
C 2.195 -1.479 3.533
C 2.260 -2.538 2.284
C 1.504 -3.969 2.541
F 2.086 -4.932 1.532
Br 1.829 -4.777 4.341
C -0.098 -3.831 2.139
F -0.175 -3.433 0.690
F -0.806 -2.816 2.993
Br -1.120 -5.546 2.329
H 0.422 0.509 -1.823
H 1.453 1.630 -0.637
H 0.716 -0.087 -0.056
H 2.682 -1.290 -0.903
H 2.447 -0.528 -2.613
H 3.720 1.694 -1.900
H 4.880 0.197 -1.847
H 5.180 1.817 0.304
H 3.246 1.695 0.603
H 4.024 -0.948 0.822
H 4.245 1.512 2.532
H 5.938 0.367 3.812
H 2.883 2.187 4.195
H 0.859 0.166 7.791
H 0.951 -1.046 6.633
H 2.227 3.114 6.137
H 1.710 0.329 2.361
H 2.930 -1.861 4.383
H 1.114 -1.476 4.030
H 3.410 -2.746 2.055
H 1.850 -1.993 1.306
C -0.623 4.921 5.369
C -1.069 5.024 3.934
C -2.411 5.652 3.668
O -0.363 4.612 3.015
H 0.364 4.448 5.409
H -0.550 5.919 5.808
H -1.329 4.307 5.934
H -2.418 6.682 4.032
H -3.196 5.070 4.158
H -2.601 5.659 2.590
C -3.884 1.550 2.251
C -3.233 0.270 1.801
C -3.294 -0.906 2.739
O -2.673 0.187 0.709
H -3.761 2.312 1.473
H -4.952 1.387 2.415
H -3.408 1.907 3.168
H -4.336 -1.179 2.925
H -2.792 -0.659 3.677
H -2.783 -1.761 2.282
C 3.403 -6.858 -0.575
C 3.533 -6.279 -1.959
C 4.299 -7.081 -2.976
O 3.032 -5.194 -2.247
H 2.825 -6.171 0.053
H 2.878 -7.815 -0.620
H 4.393 -6.987 -0.132
H 3.814 -8.049 -3.129
H 5.330 -7.220 -2.640
H 4.311 -6.541 -3.929
C 5.072 1.954 -5.923
C 3.887 2.155 -5.016
C 2.519 2.105 -5.642
O 4.031 2.352 -3.811
H 5.993 2.016 -5.334
H 5.020 0.967 -6.389
H 5.092 2.735 -6.687
H 2.353 1.124 -6.096
H 2.425 2.893 -6.393
H 1.760 2.266 -4.869
C -1.491 2.118 -4.029
C -1.478 3.078 -5.189
C -2.283 4.343 -5.053
O -0.833 2.839 -6.209
H -0.867 1.251 -4.269
H -1.087 2.606 -3.139
H -2.512 1.774 -3.844
H -1.914 4.929 -4.208
H -3.339 4.097 -4.913
H -2.179 4.939 -5.965
C -4.348 -3.338 -0.267
C -5.533 -3.138 0.639
C -6.902 -3.187 0.014
O -5.389 -2.941 1.844
H -3.427 -3.277 0.321
H -4.400 -4.325 -0.734
H -4.328 -2.557 -1.031
H -7.067 -4.168 -0.440
H -6.995 -2.399 -0.738
H -7.660 -3.026 0.787
C -6.469 1.964 -5.937
C -5.678 1.852 -4.661
C -6.046 0.744 -3.711
O -4.765 2.635 -4.405
H -6.093 2.808 -6.525
H -6.356 1.050 -6.526
H -7.522 2.140 -5.706
H -5.914 -0.225 -4.201
H -7.081 0.866 -3.382
H -5.391 0.785 -2.834

Record 2
Below is 6 unconnected molecules or ions with the total composition C33H63BrN8O9, with properties calculated with ωB97M-V/def2-TZVPD.

multiplicity: 1
ΔE to the lowest compared entry with this formula, charge and spin: 8.09 kcal per mole
net charge: 0

Geometry (Å):
C -1.256 0.663 -2.447
C -0.566 -0.660 -2.127
C 0.909 -0.529 -2.459
N 1.634 -1.793 -2.551
C 1.938 -2.464 -1.291
C 2.928 -3.489 -1.684
N 3.742 -4.262 -2.022
C 0.776 -3.250 -0.653
C -0.197 -3.871 -1.646
O -1.509 -3.431 -1.263
C -2.413 -3.494 -2.253
O -2.241 -4.103 -3.290
C -3.680 -2.748 -1.931
C -4.479 -2.373 -3.175
C 2.631 -1.544 -0.205
C 3.344 -2.437 0.720
N 3.880 -3.123 1.488
C 1.607 -0.699 0.594
C 1.627 -0.838 2.083
O 1.048 -2.058 2.475
C 1.276 -2.357 3.825
C 1.270 -3.862 4.033
C 3.720 -0.676 -0.860
C 4.409 0.224 0.118
O 5.243 -0.074 0.928
Br 3.809 2.111 -0.016
H -2.194 0.726 -1.919
H -0.610 1.506 -2.225
H -1.465 0.706 -3.507
H -0.733 -0.970 -1.107
H -0.949 -1.408 -2.807
H 0.935 -0.092 -3.449
H 1.366 0.210 -1.799
H 2.506 -1.666 -3.042
H 0.210 -2.663 0.053
H 1.230 -4.042 -0.077
H 0.029 -3.664 -2.679
H -0.167 -4.947 -1.535
H -4.279 -3.327 -1.241
H -3.385 -1.844 -1.415
H -4.605 -1.300 -3.179
H -3.982 -2.644 -4.093
H -5.468 -2.801 -3.150
H 0.603 -0.835 0.232
H 1.828 0.343 0.399
H 2.619 -0.685 2.497
H 1.023 -0.022 2.472
H 2.231 -1.965 4.166
H 0.517 -1.903 4.460
H 2.274 -4.249 4.078
H 0.715 -4.329 3.232
H 0.795 -4.105 4.974
H 4.485 -1.350 -1.234
H 3.338 -0.130 -1.706
C -5.283 4.007 -0.819
N -5.410 2.563 -0.874
C -6.599 1.929 -0.325
C -4.462 1.787 -1.418
O -4.514 0.571 -1.484
H -5.306 4.347 0.219
H -6.105 4.477 -1.362
H -4.342 4.317 -1.268
H -6.321 1.235 0.469
H -7.115 1.366 -1.102
H -7.264 2.689 0.075
H -3.603 2.361 -1.804
C 2.396 5.401 -1.510
N 0.981 5.197 -1.257
C 0.461 5.457 0.073
C 0.132 4.767 -2.205
O -1.056 4.569 -2.031
H 2.970 4.751 -0.851
H 2.669 6.440 -1.314
H 2.633 5.160 -2.544
H 0.019 4.548 0.481
H -0.313 6.224 0.030
H 1.268 5.789 0.721
H 0.621 4.596 -3.179
C -3.225 -6.363 0.455
N -4.176 -6.130 1.524
C -4.554 -7.230 2.394
C -4.724 -4.921 1.740
O -5.524 -4.671 2.619
H -3.613 -7.122 -0.228
H -2.276 -6.709 0.871
H -3.048 -5.448 -0.105
H -5.630 -7.400 2.338
H -4.303 -6.993 3.428
H -4.028 -8.131 2.090
H -4.370 -4.153 1.029
C -2.823 2.984 1.681
N -1.677 2.229 2.149
C -1.777 0.781 2.251
C -0.521 2.826 2.490
O 0.473 2.246 2.885
H -3.674 2.826 2.346
H -3.096 2.666 0.673
H -2.586 4.046 1.660
H -1.597 0.463 3.278
H -1.030 0.307 1.613
H -2.768 0.463 1.941
H -0.553 3.922 2.375
C 8.493 3.177 0.275
N 7.897 4.452 0.622
C 8.665 5.672 0.444
C 6.646 4.543 1.110
O 6.095 5.583 1.414
H 9.392 3.007 0.870
H 8.761 3.162 -0.784
H 7.787 2.372 0.470
H 8.778 6.187 1.398
H 8.150 6.342 -0.245
H 9.647 5.428 0.046
H 6.148 3.565 1.208

Record 3
Below is 19 unconnected molecules or ions with the total composition C33H64BCl38NO3P, with properties calculated with ωB97M-V/def2-TZVPD.

multiplicity: 1
net charge: -1

Geometry (Å):
C 1.615 3.138 1.623
C 0.679 2.347 1.559
P -0.767 1.089 1.691
C -0.090 0.530 3.383
C 0.683 -0.775 3.199
C 2.026 -0.564 2.538
Cl 2.884 -2.125 2.240
O -1.746 2.414 2.316
C -3.027 2.179 1.808
C -3.632 3.212 0.824
C -2.659 4.005 0.002
C -1.541 4.831 0.594
N -2.836 3.999 -1.260
C -3.326 0.627 1.510
B -4.519 0.306 2.489
O -4.317 -0.564 3.527
C -5.955 0.988 2.363
C -6.236 1.895 3.607
C -3.480 0.205 0.005
Cl -2.886 -1.515 -0.170
C -4.897 0.214 -0.535
C -4.955 -0.269 -2.017
O -2.108 0.023 1.939
H 2.466 3.746 1.739
H -0.052 0.087 0.935
H -1.229 1.548 0.397
H -0.939 0.406 4.049
H 0.560 1.302 3.790
H 0.881 -1.197 4.190
H 0.091 -1.490 2.631
H 1.952 -0.069 1.581
H 2.663 0.059 3.163
H -3.635 2.346 2.718
H -4.232 3.917 1.403
H -4.291 2.718 0.119
H -0.610 4.440 0.196
H -1.652 5.889 0.364
H -1.452 4.735 1.670
H -2.108 4.583 -1.677
H -5.190 -0.708 3.911
H -6.742 0.256 2.189
H -5.936 1.642 1.494
H -5.421 1.766 4.323
H -6.272 2.945 3.364
H -7.145 1.534 4.083
H -2.841 0.782 -0.649
H -5.345 1.205 -0.539
H -5.568 -0.438 0.022
H -5.564 -1.160 -2.105
H -3.961 -0.483 -2.391
H -5.331 0.538 -2.623
C 1.847 6.730 3.700
Cl 0.650 6.376 2.453
Cl 1.598 5.739 5.141
H 2.836 6.522 3.305
H 1.768 7.775 3.977
C 5.063 -1.708 -1.094
Cl 6.172 -0.326 -1.046
Cl 4.094 -1.708 -2.575
H 5.644 -2.619 -1.057
H 4.396 -1.654 -0.239
C -2.560 -0.944 -5.628
Cl -4.232 -0.518 -5.244
Cl -1.936 -2.193 -4.549
H -2.520 -1.311 -6.647
H -1.946 -0.056 -5.523
C 8.101 -2.318 1.504
Cl 6.515 -3.084 1.468
Cl 9.411 -3.503 1.352
H 8.168 -1.619 0.679
H 8.214 -1.795 2.447
C 1.772 0.591 6.732
Cl 2.042 1.887 5.576
Cl 3.111 -0.575 6.728
H 1.685 1.016 7.725
H 0.859 0.070 6.465
C -9.581 3.799 3.184
Cl -8.866 3.023 4.607
Cl -8.518 3.764 1.772
H -10.497 3.278 2.934
H -9.794 4.833 3.427
C -4.619 -3.759 3.349
Cl -6.321 -3.401 3.705
Cl -3.961 -4.953 4.479
H -4.552 -4.154 2.343
H -4.047 -2.841 3.431
C 4.973 -3.697 -5.586
Cl 3.383 -4.469 -5.625
Cl 6.285 -4.880 -5.740
H 5.040 -2.995 -6.407
H 5.080 -3.180 -4.641
C 2.480 -0.553 -7.126
Cl 3.096 -1.155 -5.591
Cl 3.682 -0.720 -8.420
H 1.599 -1.121 -7.399
H 2.232 0.496 -7.018
C -8.371 -2.724 7.017
Cl -7.250 -1.361 7.086
Cl -9.489 -2.582 5.655
H -7.801 -3.639 6.902
H -8.945 -2.750 7.936
C 5.573 2.487 3.501
Cl 4.908 0.882 3.174
Cl 4.317 3.586 4.070
H 6.335 2.399 4.267
H 6.003 2.886 2.589
C -8.479 1.984 -3.516
Cl -7.766 1.130 -2.148
Cl -7.451 1.884 -4.952
H -9.439 1.538 -3.746
H -8.604 3.028 -3.252
C 7.553 0.428 -4.711
Cl 7.038 -1.229 -5.053
Cl 6.212 1.451 -4.186
H 8.299 0.402 -3.925
H 7.976 0.849 -5.616
C 9.954 -6.524 -1.084
Cl 9.433 -8.125 -0.553
Cl 11.680 -6.499 -1.481
H 9.389 -6.248 -1.967
H 9.770 -5.814 -0.287
C -9.650 3.566 -7.774
Cl -10.451 2.863 -6.366
Cl -8.947 5.145 -7.408
H -8.858 2.897 -8.090
H -10.381 3.685 -8.565
C 3.467 -1.859 -11.822
Cl 1.706 -1.711 -11.869
Cl 4.035 -3.177 -12.856
H 3.905 -0.931 -12.168
H 3.772 -2.060 -10.803
C 4.969 -1.106 9.925
Cl 3.828 -0.773 11.233
Cl 6.618 -0.637 10.365
H 4.954 -2.168 9.712
H 4.668 -0.546 9.048
C 13.015 -7.177 -4.949
Cl 13.197 -5.893 -6.152
Cl 14.415 -8.257 -4.933
H 12.911 -6.726 -3.971
H 12.131 -7.756 -5.189

Record 4
Below is 9 unconnected molecules or ions with the total composition C33H64O25S7, with properties calculated with ωB97M-V/def2-TZVPD.

multiplicity: 1
ΔE to the lowest compared entry with this formula, charge and spin: 60.49 kcal per mole
net charge: 0

Geometry (Å):
O -0.355 -7.095 1.617
C -0.538 -6.172 2.394
C -1.366 -5.023 2.027
C -1.775 -4.087 2.897
C -1.307 -4.036 4.256
O -1.562 -3.090 5.086
C -0.444 -5.109 4.611
C -0.043 -6.078 3.734
H -1.849 -5.061 1.061
H -2.280 -3.220 2.496
H 0.056 -5.099 5.568
H 0.764 -6.743 4.004
O 1.704 1.069 -1.098
C 0.713 0.428 -0.759
C -0.652 0.942 -0.720
C -1.711 0.167 -0.431
C -1.571 -1.254 -0.064
O -2.519 -1.879 0.294
C -0.156 -1.765 0.036
C 0.867 -0.997 -0.338
H -0.873 1.991 -0.849
H -2.649 0.654 -0.213
H -0.126 -2.809 0.311
H 1.848 -1.430 -0.211
C -3.925 2.546 3.024
C -4.662 2.841 1.678
O -4.869 1.547 1.031
S -6.377 1.092 0.533
C -7.228 0.664 2.182
O -6.970 2.283 -0.081
O -6.203 -0.136 -0.213
H -3.663 3.476 3.530
H -2.985 2.038 2.806
H -4.558 1.924 3.657
H -5.635 3.325 1.762
H -3.985 3.420 1.050
H -6.465 0.065 2.678
H -8.086 0.020 1.994
H -7.388 1.544 2.804
C 1.932 6.337 -4.224
C 1.391 5.445 -5.254
O 2.494 4.668 -5.810
S 2.444 3.021 -5.730
C 2.481 2.789 -3.959
O 1.155 2.511 -6.225
O 3.672 2.540 -6.293
H 1.361 7.174 -3.822
H 2.854 6.796 -4.581
H 2.238 5.788 -3.333
H 0.517 4.912 -4.881
H 1.030 6.001 -6.120
H 2.374 1.713 -3.825
H 1.652 3.256 -3.427
H 3.411 3.198 -3.563
C 9.059 -2.327 -1.033
C 7.810 -2.524 -1.909
O 6.732 -2.306 -1.009
S 5.168 -2.276 -1.749
C 5.275 -0.546 -2.433
O 5.005 -3.331 -2.742
O 4.242 -2.268 -0.634
H 9.162 -1.274 -0.769
H 9.924 -2.696 -1.584
H 9.066 -3.050 -0.217
H 7.756 -1.768 -2.693
H 7.720 -3.530 -2.320
H 5.918 -0.516 -3.313
H 5.617 0.161 -1.677
H 4.223 -0.267 -2.491
C -0.701 6.492 -1.138
C -0.240 5.103 -1.514
O -1.383 4.269 -1.571
S -2.223 4.314 -3.035
C -3.983 4.290 -2.306
O -1.878 5.686 -3.608
O -1.965 3.034 -3.743
H -1.472 6.485 -0.367
H -1.059 7.076 -1.985
H 0.131 6.981 -0.632
H 0.311 5.172 -2.452
H 0.526 4.817 -0.793
H -4.201 5.212 -1.767
H -4.015 3.467 -1.591
H -4.663 4.052 -3.123
C -9.282 -2.496 2.880
C -8.062 -2.896 2.111
O -6.959 -2.359 2.785
S -5.524 -3.190 2.941
C -5.210 -3.584 1.181
O -4.480 -2.254 3.390
O -5.861 -4.362 3.743
H -9.110 -1.556 3.405
H -9.319 -3.166 3.739
H -10.226 -2.460 2.336
H -8.032 -3.981 2.010
H -8.214 -2.449 1.128
H -5.550 -4.620 1.189
H -4.125 -3.655 1.106
H -5.734 -2.825 0.601
C 5.017 3.166 -0.522
C 3.812 3.397 0.348
O 4.200 4.465 1.136
S 3.306 4.968 2.437
C 3.650 3.563 3.617
O 3.943 6.201 2.919
O 1.889 4.945 2.134
H 5.928 2.908 0.017
H 5.334 4.107 -0.972
H 4.935 2.437 -1.328
H 2.891 3.620 -0.191
H 3.544 2.581 1.019
H 3.108 3.656 4.558
H 4.717 3.514 3.834
H 3.274 2.682 3.097
C 2.692 -3.934 1.852
C 3.029 -5.408 1.631
O 3.527 -5.572 0.272
S 2.463 -5.876 -0.996
C 2.036 -7.637 -0.746
O 1.225 -5.091 -0.755
O 3.193 -5.676 -2.248
H 2.229 -3.609 0.920
H 3.640 -3.396 1.821
H 2.062 -3.734 2.719
H 3.873 -5.655 2.275
H 2.143 -6.006 1.846
H 1.332 -7.954 -1.515
H 1.654 -7.714 0.272
H 2.997 -8.129 -0.896

Number 1: HOMO level -8.086 eV. Number 2: HOMO level -9.275 eV. Number 3: HOMO level -4.978 eV. Number 4: HOMO level -10.282 eV.